<one>
Below is 2 unconnected molecules or ions with the total composition C3H4FN, with properties calculated with ωB97M-V/def2-TZVPD.

CARTESIAN COORDINATES (ANGSTROEM)
C 1.912 0.641 -1.263
C -0.576 -1.409 0.781
C -0.640 0.890 0.105
N -0.816 -0.204 0.529
F -1.516 1.871 0.159
H 0.997 0.830 -1.860
H 1.758 1.312 -0.316
H -0.671 -2.294 0.007
H -0.448 -1.637 1.859

The calculation puts the highest occupied orbital energy (alpha / beta) at -8.49 / -8.24 eV. Its HOMO-LUMO gap (alpha / beta) is 7.895 / 7.730 eV.

<two>
Below is a single C3H4FN molecule, with properties calculated with ωB97M-V/def2-TZVPD.

CARTESIAN COORDINATES (ANGSTROEM)
C 1.463 1.097 -0.412
N 0.402 0.894 0.283
C -0.340 -0.193 -0.062
C -1.349 -0.973 0.796
F -0.064 -0.845 -1.210
H 1.936 2.023 -0.235
H 1.446 0.476 -1.350
H -1.946 -1.729 0.285
H -1.549 -0.750 1.905

The calculation puts the highest occupied orbital energy (alpha / beta) at -8.73 / -8.73 eV. Its HOMO-LUMO gap (alpha / beta) is 8.365 / 8.367 eV. Its SMILES is C=NC(=C)F.

Quick one: most stable of them? <two>

<one>
Below is a gas-phase ion, C4H11N2O2 (charge -1), with properties calculated with ωB97M-V/def2-TZVPD.

CARTESIAN COORDINATES (ANGSTROEM)
N 0.691 -2.197 0.096
C -0.159 -1.035 -0.179
C -1.292 -0.863 0.800
O -2.643 -1.357 0.536
C 0.725 0.253 -0.233
N -0.050 1.448 -0.402
C 0.937 2.696 -0.459
O 1.656 2.698 -1.558
H 0.459 -2.796 0.883
H 1.641 -1.974 0.401
H -0.523 -1.238 -1.180
H -1.577 0.204 0.841
H -0.994 -1.445 1.720
H -2.681 -2.236 0.148
H 1.332 0.322 0.678
H 1.396 0.014 -1.080
H -0.682 1.452 -1.191
H 0.259 3.581 -0.278
H 1.506 2.474 0.457

As for the total charge: -1. The calculation puts the highest occupied orbital energy at -2.63 eV. Its HOMO-LUMO gap is 6.007 eV. Its SMILES is N[C@@H](CO)CNC[O-].

<two>
Below is 2 unconnected molecules or ions with the total composition C4H11N2O2, with properties calculated with ωB97M-V/def2-TZVPD.

CARTESIAN COORDINATES (ANGSTROEM)
C -0.290 -0.536 -2.607
C -0.446 -0.363 -1.109
N -0.515 -1.664 -0.440
C -0.762 -1.543 0.972
H -0.333 0.394 -3.172
H -1.079 -1.233 -2.925
H 0.645 -1.030 -2.898
H -1.417 0.126 -0.983
H 0.299 0.290 -0.667
H 0.276 -2.257 -0.653
H -0.836 -2.528 1.469
H -0.043 -0.932 1.538
H -1.783 -1.122 1.058
N 1.054 2.326 2.437
C 0.937 1.708 1.176
O 1.921 1.027 0.798
O -0.107 1.973 0.520
H 1.917 2.172 2.925
H 0.563 3.191 2.562

As for the total charge: -1. The calculation puts the highest occupied orbital energy at -4.02 eV. Its HOMO-LUMO gap is 8.193 eV.

Quick one: most stable of them? <two>

<one>
Below is a single CCl3F molecule, with properties calculated with ωB97M-V/def2-TZVPD.

CARTESIAN COORDINATES (ANGSTROEM)
F -0.001 0.008 1.403
C -0.001 0.003 0.066
Cl 1.622 -0.432 -0.488
Cl -0.439 1.614 -0.494
Cl -1.181 -1.192 -0.487

The calculation puts the highest occupied orbital energy at -11.46 eV. Its HOMO-LUMO gap is 11.915 eV. Its SMILES is FC(Cl)(Cl)Cl.

<two>
Below is a single CCl3F molecule, with properties calculated with ωB97M-V/def2-TZVPD.

CARTESIAN COORDINATES (ANGSTROEM)
F -0.238 -0.838 1.190
C -0.117 -0.148 0.172
Cl -1.652 0.335 -0.360
Cl 0.768 -1.054 -1.018
Cl 1.052 1.215 0.687

The calculation puts the highest occupied orbital energy at -11.24 eV. Its HOMO-LUMO gap is 11.635 eV. Its SMILES is FC(Cl)(Cl)Cl.

Quick one: most stable of them? <one>

<one>
Below is 2 unconnected molecules or ions with the total composition C6H12O2, with properties calculated with ωB97M-V/def2-TZVPD.

CARTESIAN COORDINATES (ANGSTROEM)
C -0.530 1.520 -1.560
C -0.844 0.053 -1.649
C -2.285 -0.303 -1.404
O -0.006 -0.807 -1.759
H -0.948 1.989 -2.472
H 0.509 1.810 -1.707
H -1.033 2.014 -0.733
H -3.002 0.431 -1.767
H -2.455 -0.508 -0.347
H -2.485 -1.240 -1.933
C 1.804 0.375 0.690
C 1.073 -0.094 1.940
C 1.008 -1.579 2.181
O 0.502 0.696 2.649
H 1.239 1.199 0.269
H 1.772 -0.398 -0.078
H 2.810 0.675 0.976
H 1.960 -2.060 1.968
H 0.233 -1.997 1.533
H 0.679 -1.775 3.201

The calculation puts the highest occupied orbital energy at -9.47 eV. Its HOMO-LUMO gap is 10.251 eV. Its SMILES is CC(C)=O.CC(C)=O.

<two>
Below is 2 unconnected molecules or ions with the total composition C6H12O2, with properties calculated with ωB97M-V/def2-TZVPD.

CARTESIAN COORDINATES (ANGSTROEM)
C 2.149 -1.977 0.126
C 1.275 -0.941 0.021
C 1.535 0.148 -1.078
C 0.249 -0.775 1.179
C -0.976 0.046 0.975
C -1.955 -0.464 -0.039
O -2.865 0.284 -0.289
H 2.755 -2.396 -0.683
H 2.225 -2.625 0.996
H 1.779 1.034 -0.596
H 0.689 0.426 -1.806
H 2.491 -0.155 -1.516
H 0.020 -1.827 1.442
H 0.767 -0.376 2.053
H -0.915 1.227 0.936
H -1.466 0.127 2.041
H -2.099 -1.502 -0.261
O -1.877 3.583 -1.402
H -1.144 3.060 -1.254
H -2.636 3.102 -0.845

The calculation puts the highest occupied orbital energy at -9.42 eV. Its HOMO-LUMO gap is 9.924 eV. Its SMILES is C=C(C)CCC=O.O.

<three>
Below is 2 unconnected molecules or ions with the total composition C6H12O2, with properties calculated with ωB97M-V/def2-TZVPD.

CARTESIAN COORDINATES (ANGSTROEM)
C -2.432 -0.216 -1.516
C -1.890 0.984 -1.420
C -2.536 2.301 -1.548
C -0.369 1.078 -1.412
C 0.301 0.839 -0.285
C 1.799 0.988 -0.204
O 2.575 -0.068 0.310
H -3.502 -0.231 -1.745
H -1.973 -1.193 -1.507
H -1.985 3.083 -0.995
H -3.535 2.347 -1.134
H -2.561 2.781 -2.535
H 0.066 1.352 -2.370
H -0.280 0.513 0.566
H 1.908 1.849 0.488
H 2.183 1.132 -1.218
H 2.229 -0.473 1.118
O 1.882 -4.627 4.555
H 1.576 -5.381 4.050
H 1.561 -3.933 3.945

The calculation puts the highest occupied orbital energy at -9.44 eV. Its HOMO-LUMO gap is 9.892 eV. Its SMILES is C=C(C)/C=C/CO.O.

Quick one: most stable of them? <one>

<one>
Below is 2 unconnected molecules or ions with the total composition CH4O2S, with properties calculated with ωB97M-V/def2-TZVPD.

CARTESIAN COORDINATES (ANGSTROEM)
C -0.079 -1.453 0.339
O 1.329 1.552 0.122
O -0.382 1.380 -1.670
S 0.009 1.108 -0.326
H -0.442 -1.744 1.241
H -0.590 -1.420 -0.653
H 0.978 -1.193 0.285
H -0.824 1.770 0.663

The calculation puts the highest occupied orbital energy (alpha / beta) at -9.55 / -9.55 eV. Its HOMO-LUMO gap (alpha / beta) is 7.898 / 8.701 eV.

<two>
Below is 2 unconnected molecules or ions with the total composition CH4O2S, with properties calculated with ωB97M-V/def2-TZVPD.

CARTESIAN COORDINATES (ANGSTROEM)
O 0.066 -3.088 1.306
C 0.305 -2.004 1.677
O 0.255 -0.897 0.924
H 0.523 -1.692 2.738
H 0.434 -0.030 1.403
S -0.298 2.480 -1.862
H -1.238 2.745 -0.920
H 0.648 3.202 -1.328

The calculation puts the highest occupied orbital energy at -9.94 eV. Its HOMO-LUMO gap is 10.312 eV. Its SMILES is O=CO.S.

<three>
Below is 2 unconnected molecules or ions with the total composition CH4O2S, with properties calculated with ωB97M-V/def2-TZVPD.

CARTESIAN COORDINATES (ANGSTROEM)
C -0.140 1.211 -1.281
O -0.656 0.402 -0.569
O 0.925 -0.215 0.830
S 0.335 -1.107 1.834
H 0.801 0.867 -1.872
H -1.035 -1.025 1.452
H -0.542 2.200 -1.725
H 0.311 -2.334 1.331

The calculation puts the highest occupied orbital energy at -9.01 eV. Its HOMO-LUMO gap is 9.718 eV.

Quick one: most stable of them? <two>

<one>
Below is 2 unconnected molecules or ions with the total composition CH4O2S, with properties calculated with ωB97M-V/def2-TZVPD.

CARTESIAN COORDINATES (ANGSTROEM)
C -1.500 -0.650 -0.031
O 2.990 1.561 -0.934
O 1.555 0.576 0.773
S 2.850 0.910 0.319
H -0.672 -0.126 0.455
H -2.206 0.114 -0.305
H -1.910 -1.300 0.624
H -1.106 -1.084 -0.900

The calculation puts the highest occupied orbital energy at -12.00 eV. Its HOMO-LUMO gap is 10.932 eV.

<two>
Below is 2 unconnected molecules or ions with the total composition CH4O2S, with properties calculated with ωB97M-V/def2-TZVPD.

CARTESIAN COORDINATES (ANGSTROEM)
O -0.365 0.699 -0.623
C -1.053 -0.208 -0.160
O -2.309 -0.480 -0.685
H -0.824 -0.869 0.845
H -2.389 0.012 -1.529
S 2.185 0.139 1.274
H 2.224 1.338 0.633
H 2.531 -0.632 0.245

The calculation puts the highest occupied orbital energy at -9.52 eV. Its HOMO-LUMO gap is 10.299 eV. Its SMILES is O=CO.S.

<three>
Below is a single CH4O2S molecule, with properties calculated with ωB97M-V/def2-TZVPD.

CARTESIAN COORDINATES (ANGSTROEM)
O 1.268 -0.511 -0.553
C 0.075 -0.470 0.166
O 0.231 0.786 0.825
S -1.130 1.624 0.877
H 1.356 -1.238 -1.176
H 0.111 -1.277 0.907
H -0.751 -0.485 -0.625
H -1.160 1.572 -0.422

The calculation puts the highest occupied orbital energy at -8.94 eV. Its HOMO-LUMO gap is 9.633 eV. Its SMILES is OCOS.

Quick one: most stable of them? <two>

<one>
Below is 2 unconnected molecules or ions with the total composition C2H4N2OS, with properties calculated with ωB97M-V/def2-TZVPD.

CARTESIAN COORDINATES (ANGSTROEM)
N -1.805 2.220 -0.970
C -1.569 1.212 -0.442
C -1.486 -0.112 0.165
N -0.538 -0.767 -0.498
O -2.314 -0.462 0.952
H -0.203 -1.744 -0.236
H 0.055 -0.411 -1.244
S 2.316 0.521 0.668
H 2.954 -0.294 -0.208
H 2.590 -0.162 1.814

The calculation puts the highest occupied orbital energy at -10.16 eV. Its HOMO-LUMO gap is 10.402 eV. Its SMILES is N#CC(N)=O.S.

<two>
Below is a single C2H4N2OS molecule, with properties calculated with ωB97M-V/def2-TZVPD.

CARTESIAN COORDINATES (ANGSTROEM)
C -0.835 -0.168 -0.591
C 0.579 -0.776 -0.514
N -1.342 0.740 0.046
N 1.169 -0.466 0.660
O -0.059 2.865 0.889
S -0.463 1.571 1.245
H -1.401 -0.839 -1.197
H 0.541 -1.787 -0.858
H 1.056 -0.141 -1.217
H 0.756 -0.999 1.535

The calculation puts the highest occupied orbital energy (alpha / beta) at -8.39 / -9.20 eV. Its HOMO-LUMO gap (alpha / beta) is 7.602 / 8.658 eV.

<three>
Below is a single C2H4N2OS molecule, with properties calculated with ωB97M-V/def2-TZVPD.

CARTESIAN COORDINATES (ANGSTROEM)
O -2.363 0.299 -0.005
C -1.650 -0.690 0.004
N -0.309 -0.633 -0.004
N 0.262 0.615 -0.001
C 1.589 0.781 0.000
S 2.696 -0.435 -0.003
H -2.036 -1.713 -0.013
H 0.350 -1.411 0.016
H -0.403 1.349 0.009
H 1.865 1.838 -0.003

The calculation puts the highest occupied orbital energy at -9.02 eV. Its HOMO-LUMO gap is 9.456 eV. Its SMILES is O=CNNC=S.

<four>
Below is 2 unconnected molecules or ions with the total composition C2H4N2OS, with properties calculated with ωB97M-V/def2-TZVPD.

CARTESIAN COORDINATES (ANGSTROEM)
C 1.238 1.916 0.023
C -2.205 -1.562 0.152
N 2.145 -0.012 -1.108
N 1.648 0.733 -0.187
O -1.266 -0.816 0.200
S 1.834 -0.810 0.415
H 0.795 2.028 0.941
H 1.039 2.624 -0.675
H -1.976 -2.540 -0.386
H -3.253 -1.561 0.626

The calculation puts the highest occupied orbital energy at -7.73 eV. Its HOMO-LUMO gap is 8.168 eV.

Quick one: most stable of them? <three>

<one>
Below is a molecular structure, C2H4N2OS, with properties calculated with ωB97M-V/def2-TZVPD.

CARTESIAN COORDINATES (ANGSTROEM)
C -1.049 0.273 -0.093
C 1.133 1.006 -0.081
N -0.575 -2.010 -0.246
N -0.659 -0.900 0.266
O -0.260 1.421 -0.049
S -2.658 0.305 0.066
H 1.547 0.580 0.989
H 1.789 1.867 -0.480
H 1.349 0.274 -0.896
H -0.618 -2.815 0.523

The calculation puts the highest occupied orbital energy (alpha / beta) at -8.76 / -8.76 eV. Its HOMO-LUMO gap (alpha / beta) is 8.286 / 8.287 eV.

<two>
Below is a single C2H4N2OS molecule, with properties calculated with ωB97M-V/def2-TZVPD.

CARTESIAN COORDINATES (ANGSTROEM)
C 1.896 0.853 0.480
N 0.818 0.247 0.290
S -0.403 1.067 -0.621
C -1.628 -0.143 -0.670
N -1.859 -1.359 -0.308
O -0.867 -1.974 0.340
H 2.697 0.318 0.964
H 1.964 1.999 0.235
H -2.421 0.300 -1.256
H -0.195 -1.308 0.545

The calculation puts the highest occupied orbital energy at -8.76 eV. Its HOMO-LUMO gap is 9.199 eV. Its SMILES is C=NS/C=N\O.

<three>
Below is a molecular structure, C2H4N2OS, with properties calculated with ωB97M-V/def2-TZVPD.

CARTESIAN COORDINATES (ANGSTROEM)
C 0.268 0.231 -0.749
C -0.775 0.087 0.365
N -0.116 1.125 -1.710
N -1.941 0.772 -1.825
O -2.660 1.206 -2.647
S -2.360 -0.253 -0.509
H 1.078 0.684 -0.212
H 0.449 -0.654 -1.234
H -0.379 -0.851 0.990
H -0.832 1.026 1.050

The calculation puts the highest occupied orbital energy (alpha / beta) at -8.10 / -8.10 eV. Its HOMO-LUMO gap (alpha / beta) is 7.419 / 7.426 eV.

<four>
Below is 2 unconnected molecules or ions with the total composition C2H4N2OS, with properties calculated with ωB97M-V/def2-TZVPD.

CARTESIAN COORDINATES (ANGSTROEM)
C 0.036 1.223 1.807
C -0.199 -0.387 -0.811
N -0.889 1.436 1.094
N -0.258 -1.634 -0.513
O 0.998 1.251 2.434
S 1.410 0.117 -1.538
H 0.831 1.333 -1.831
H -1.226 1.055 0.254
H -1.198 -2.102 -0.420
H 0.496 -2.292 -0.474

The calculation puts the highest occupied orbital energy at -8.91 eV. Its HOMO-LUMO gap is 9.432 eV.

Quick one: most stable of them? <four>